Entry from OMol25: a 2-piece molecular cluster, C8H12N2O overall in a non-equilibrium geometry (ωB97M-V with the def2-TZVPD basis set).

XYZ file:
```
23
Properties=species:S:1:pos:R:3:forces:R:3:lowdin_charge:R:1
C 1.342904 1.697993 -0.025144 -0.3063 0.3581 1.9748 -0.121
N 2.337027 0.721456 -0.427719 2.5189 2.5774 -2.5059 -0.030
C 2.590123 -0.359984 0.335015 -0.7507 -0.7638 -2.2069 -0.670
C 3.698728 -1.305912 0.118734 2.0925 -1.0447 1.1699 -0.031
O 1.768707 -0.804934 1.081315 -2.2013 0.1229 2.1911 0.027
H 0.733688 0.972302 0.624843 0.3142 1.9392 -0.3294 0.077
H 1.906107 2.588759 0.613403 -1.8720 -2.1280 -1.5787 0.135
H 0.655590 2.108288 -0.845366 1.4124 -0.5924 0.9663 0.089
H 3.133591 1.123985 -1.006523 -1.3931 -1.1203 1.1537 0.163
H 4.627807 -1.024454 -0.523557 -1.5186 -0.2420 1.5061 0.095
H 3.267496 -2.288241 -0.311131 0.6661 1.6570 0.9363 0.109
H 3.810343 -1.391692 1.341669 1.0921 -0.7197 -3.2758 0.152
C -1.629532 -0.107257 -0.540973 1.0251 -1.1244 -0.9202 -0.105
C -2.164371 0.988999 0.055236 -1.5881 0.7247 1.5035 -0.072
C -3.489085 0.843847 0.611685 1.5497 0.9088 -0.8873 -0.146
N -4.150896 -0.269490 0.545969 -1.4057 -0.3816 0.8320 0.037
C -3.605335 -1.357676 0.032063 0.8847 0.3161 -0.9649 -0.164
C -2.359811 -1.319439 -0.537511 1.5984 -0.1510 -1.5953 -0.069
H -0.641614 -0.083371 -1.088427 -1.1743 0.0377 0.8734 0.116
H -1.633830 1.931474 0.198488 -0.1653 -0.2382 -0.3368 0.091
H -4.067396 1.682823 1.003651 0.5168 0.0273 0.0690 0.103
H -4.223495 -2.211725 -0.084891 -0.4731 -0.7683 0.2679 0.093
H -1.906743 -2.135758 -1.170831 -0.8222 0.6055 1.1572 0.119
```
Positions in Å, forces in eV/Å.

Lowest unoccupied orbital energy ... 0.67 eV
F_max ... 4.4 eV/Å
Structure (SMILES) ... CNC(C)=O.c1ccncc1
ΔE to the lowest compared entry with this formula, charge and spin ... 45.5 kcal per mole